Density functional theory data (ωB97M-V with the def2-TZVPD basis set) for C16H29N7OsS as an isolated structure.

Computed properties:
* gap between HOMO and LUMO: 0.2532 hartree
* molecular weight: 541.75 Da
* lowest unoccupied orbital energy: -7.927 eV
* HOMO level: -14.82 eV
* total charge: +2
* E: -40781.727 eV

Element x y z (Å)
1 H -1.3225 4.3266 -1.5794
2 C -0.1260 2.8967 0.6079
3 C -0.5882 0.0207 2.5860
4 H 2.3991 -3.1487 1.0169
5 H -0.7367 -0.2113 3.6337
6 H -0.6393 -3.1238 1.7145
7 N 0.8637 -0.4325 -1.0640
8 C -2.9496 -0.3999 1.9028
9 H -1.1822 -2.4059 -3.6317
10 C -0.3585 -3.3425 0.6827
11 H 0.4297 3.4410 1.3697
12 H 1.6571 4.3859 -1.9990
13 C 0.3355 -3.8701 -2.1243
14 H -4.9274 -0.6517 1.1138
15 H 0.8889 2.1694 -1.2117
16 H 3.7221 0.8138 4.3468
17 H -1.6274 2.6017 -1.7067
18 H 0.0428 -4.3568 0.6501
19 H -0.8199 -0.8092 -2.9803
20 C -3.5254 0.0048 -0.3788
21 H 1.0833 -4.1943 -1.4077
22 C 0.5312 -1.7328 -0.9418
23 C 2.6641 0.9733 2.6253
24 H -3.1934 -0.7201 2.9070
25 C 0.2923 3.1648 -0.8203
26 C 1.8084 -2.2340 1.1011
27 N -1.2897 0.3864 0.3527
28 H 0.8783 5.1987 -0.6351
29 H 4.5686 1.5812 3.0416
30 H 0.9867 -0.1704 -2.0324
31 C -3.9037 -0.3746 0.9016
32 H -1.8799 0.6541 -1.6009
33 H 0.3885 -1.6683 -3.9675
34 H -4.2408 0.0314 -1.1890
35 H 0.7061 -4.0749 -3.1272
36 H 1.5221 -2.1050 2.1442
37 C -2.2130 0.3673 -0.6148
38 C -0.8577 3.3639 -1.7948
39 N 0.5808 0.3726 2.1677
40 N 1.5800 0.4467 3.1134
41 Os 0.7586 1.0643 0.3136
42 H -0.5895 -4.4255 -1.9728
43 H -1.2486 -3.2879 0.0603
44 N 3.7463 1.1141 3.3841
45 H -0.5062 3.3869 -2.8263
46 C 1.3376 4.2665 -0.9641
47 H -1.1890 2.9852 0.8175
48 H 2.4214 -1.3951 0.7854
49 C -1.6547 -0.0075 1.6003
50 N 0.6162 -2.3413 0.2594
51 S 2.8155 1.5890 0.9454
52 N 0.1192 -2.4232 -2.0073
53 C -0.3947 -1.7805 -3.2154
54 H 2.2194 4.0805 -0.3522

---

Density functional theory data (ωB97M-V with the def2-TZVPD basis set) for C16H29NP2PtS3 as an isolated structure.

Computed properties:
* spin multiplicity: 3
* <S²>: 2.016
* gap between HOMO and LUMO (spin up / spin down): 0.1745 / 0.2266 hartree
* molecular weight: 588.64 Da
* lowest unoccupied orbital energy (spin up / spin down): -0.351 / -0.415 eV
* HOMO level (spin up / spin down): -5.10 / -6.58 eV
* ΔE to the lowest compared entry with this formula, charge and spin: 0.444 eV
* E: -72881.901 eV

Element x y z (Å)
1 H -3.6007 1.8569 -1.2247
2 H -2.3424 3.9225 1.8993
3 H -4.3482 -2.2742 0.9040
4 C -0.3483 -0.4424 6.4616
5 H -3.9983 -1.4525 -1.6365
6 P -1.6965 2.2953 0.2242
7 S 1.0394 0.0342 -0.4174
8 H -4.8312 0.1915 0.1305
9 H -2.7648 -3.0754 0.8277
10 C -3.2825 -2.1612 1.1199
11 C -3.8622 0.5444 0.4965
12 S 3.6306 1.4428 -0.4464
13 C -1.7618 3.9511 0.9767
14 C 1.4367 -2.1102 4.2353
15 H -0.7427 4.2599 1.2107
16 H -0.3663 -1.4444 6.0442
17 C 0.1236 -2.3593 1.8450
18 H -1.2389 -0.2561 7.0565
19 C 0.7290 -3.4659 2.4161
20 H -2.2115 4.6720 0.2907
21 P -2.5656 -0.7339 0.2294
22 H -1.5412 1.2701 3.7835
23 H 1.9917 -1.9869 5.1626
24 H 1.9151 -4.1969 4.0681
25 H -1.7534 -0.4409 4.1412
26 H -2.7015 -0.3564 -2.1772
27 H -3.9376 0.6644 1.5796
28 H -4.1023 2.6909 0.2322
29 C 0.8761 0.2900 4.3874
30 H 0.8672 1.1295 3.6980
31 C -1.6117 0.5409 4.5855
32 H -2.3240 -2.0346 -1.8135
33 H -3.1349 -2.0273 2.1917
34 C -3.4666 1.8871 -0.1414
35 H -1.5769 3.3869 -1.9543
36 C 0.7952 -1.0010 3.6588
37 H 1.7477 0.3502 5.0400
38 H -0.8837 1.7349 -1.9750
39 C 0.1307 -1.0741 2.4225
40 H 0.6987 -4.4208 1.9033
41 H -0.3490 -2.4825 0.8770
42 C -0.9791 2.6578 -1.4050
43 H 0.0311 3.0428 -1.2502
44 H -0.1645 1.4513 5.7111
45 H 0.5486 -0.3066 7.0601
46 Pt -0.6869 0.5304 1.3379
47 S 1.4429 2.1897 1.4671
48 H -2.4056 0.7800 5.2902
49 N -0.3167 0.5215 5.3265
50 C 1.4056 -3.3494 3.6272
51 C 2.1324 1.2244 0.2059
52 C -2.9438 -1.1887 -1.5142

---

Density functional theory data (ωB97M-V with the def2-TZVPD basis set) for C16H30BFN2O12Pb as an isolated structure at a distorted geometry.

Computed properties:
* gap between HOMO and LUMO: 0.1359 hartree
* molecular weight: 679.43 Da
* lowest unoccupied orbital energy: -4.646 eV
* HOMO level: -8.34 eV
* ΔE to the lowest compared entry with this formula, charge and spin: 8.736 eV
* E: -53265.458 eV

Element x y z (Å)
1 C -6.0759 -2.8515 -1.0457
2 C 1.5195 -1.2074 -3.5342
3 C 4.1540 4.0596 -1.0241
4 C -8.6599 -6.4681 -0.7907
5 H 3.4872 0.2389 -4.3993
6 H -1.2016 3.5446 3.1812
7 C 4.1131 -0.7535 0.9409
8 H -1.2672 1.3802 4.4767
9 H 4.0282 4.3324 1.5782
10 H 5.1354 3.5860 -1.0520
11 O -0.2720 1.8234 2.7116
12 C 2.5128 -1.7222 2.3721
13 N 0.3321 -1.0631 2.7094
14 H 4.2670 4.4733 -3.0750
15 C 2.7171 2.3235 -4.0848
16 H 2.1371 0.6612 -5.3029
17 C -9.0620 -5.8075 0.5550
18 H -0.9906 -0.9812 4.4416
19 C 3.5405 3.9734 -2.4343
20 Pb 0.7541 1.0887 -0.3006
21 N 3.3624 2.5497 -2.7979
22 O -6.3925 -3.9733 -0.4520
23 H -0.0651 -1.9808 2.5678
24 C -0.6592 -0.4147 3.5714
25 H 4.7346 2.8174 1.3913
26 H 1.1852 -1.4246 -4.5487
27 O -4.9024 -2.4216 -1.0991
28 O -8.8450 -7.6734 -1.0464
29 C -7.2846 -2.2194 -1.7245
30 H 0.7841 -1.5656 -2.8137
31 H 4.2566 5.1082 -0.7449
32 H 1.4918 -2.0983 4.2150
33 H 0.4078 1.2539 4.6842
34 H 2.0490 -2.3673 1.6259
35 F -2.0556 3.4871 -2.1623
36 O -8.2627 -3.1069 -1.5797
37 H 0.4750 3.4265 3.7790
38 H 2.4682 -1.7304 -3.4130
39 H 4.5414 0.2024 0.6394
40 O -8.5514 -4.5583 0.5440
41 B -7.8039 -4.2892 -0.7298
42 C 1.5348 -1.3085 3.4650
43 O 3.3872 3.2620 -0.1028
44 C 3.7864 3.3293 1.2270
45 H 4.9163 -1.2625 1.4737
46 H 1.7385 2.8030 -4.0595
47 O -7.9878 -5.5315 -1.5032
48 O 1.7000 0.2290 -3.3394
49 H 3.3543 2.7442 -4.8628
50 H 1.8612 -0.4218 4.0086
51 O 2.9633 -0.5073 1.7403
52 O -7.3521 -1.1423 -2.3359
53 O -9.6873 -6.3585 1.4463
54 H 4.3197 2.3372 -3.0398
55 H 3.8781 -1.3334 0.0483
56 C -0.1975 3.1855 2.9557
57 C 2.5520 0.7904 -4.3032
58 C -0.3710 1.0561 3.9476
59 H 3.2945 -2.2812 2.8864
60 H -1.5342 -0.4128 2.9215
61 H 2.5524 4.4334 -2.4218
62 H 0.1452 3.6526 2.0324
63 H 3.0435 3.0851 1.9863

---

Density functional theory data (ωB97M-V with the def2-TZVPD basis set) for C16H30Cl3N4OSiTi as an isolated structure at a distorted geometry.

Computed properties:
* gap between HOMO and LUMO (spin up / spin down): 0.1732 / 0.1732 hartree
* molecular weight: 476.75 Da
* lowest unoccupied orbital energy (spin up / spin down): -12.691 / -12.690 eV
* HOMO level (spin up / spin down): -17.40 / -17.40 eV
* total charge: +3
* ΔE to the lowest compared entry with this formula, charge and spin: 0.000 eV
* E: -93619.826 eV

Element x y z (Å)
1 H 1.8934 0.6331 3.3795
2 N 2.7012 0.6771 -1.0757
3 H -1.0069 -3.5701 -2.5732
4 C 3.3069 -1.4593 2.3512
5 H 0.9395 0.8636 1.9221
6 Ti 1.9291 -1.2695 -0.3191
7 C -1.0336 -2.8304 -1.7910
8 H 3.7786 1.3522 2.2303
9 Cl 0.9202 -1.2125 -5.3953
10 H 4.7195 0.1204 -1.5184
11 C -1.1291 -0.8033 0.1008
12 H -3.3100 2.2534 2.7610
13 H 0.6401 0.3229 -1.5459
14 C -0.0956 -2.7623 -0.7794
15 H 4.2271 -1.7726 1.7696
16 O -4.2192 -0.3005 -1.4901
17 H -1.1487 0.0676 0.7853
18 N 2.5719 -0.3995 1.6542
19 C 3.5669 0.7228 1.3295
20 C -3.5483 0.1825 1.7960
21 H -3.9354 2.2595 -1.8616
22 C -4.5057 1.7600 0.2230
23 C -2.9321 1.2161 2.8202
24 H -4.5361 -0.0507 2.1248
25 H -1.8219 1.0494 2.8674
26 H 3.6741 -1.0937 3.3342
27 H -4.4836 2.3215 1.1191
28 C 2.9360 1.5282 0.1947
29 H -2.9911 -0.7618 1.8499
30 H 3.6210 0.1865 -2.9794
31 C -2.2129 -1.0869 -0.6671
32 H 1.1682 2.0453 -1.6550
33 C 3.8803 0.6500 -1.9788
34 C -3.3906 -0.2043 -0.6082
35 C -4.2520 2.6929 -0.9095
36 H -2.9273 -2.0487 -2.4466
37 H 2.6485 -2.3596 2.5432
38 N -0.0342 -1.6468 0.0339
39 C 1.4856 0.1214 2.4867
40 Cl 3.2100 -3.0156 -0.5248
41 H 4.5041 0.2273 1.0261
42 H 4.1835 1.7017 -2.1631
43 H 0.8249 -0.7007 2.8211
44 H 3.5709 2.3273 -0.0637
45 H 1.6794 0.8920 -2.8685
46 C -2.1096 -1.9917 -1.7381
47 Cl 2.3236 -3.8595 -4.0011
48 H -3.2760 0.8572 3.7723
49 N -3.4107 0.7615 0.4310
50 Si 1.4872 -2.0020 -3.4620
51 C 1.4658 1.0146 -1.8159
52 H -3.4544 3.3649 -0.5975
53 H 0.5583 -3.5491 -0.4691
54 H -5.1344 3.3395 -1.0517
55 H 1.9252 1.9785 0.4347
56 H -5.4419 1.2599 0.1880

---

- Which formula does entry 4 have?
  C16H30Cl3N4OSiTi